This record from OMol25 describes a molecular structure, C32H84F12N2O36S4Tl. The level of theory is the ωB97M-V functional and the def2-TZVPD basis.

Positions of all 171 atoms, in Å:
Tl (1.711, 1.871, 3.079)
S (-0.604, -0.870, 0.637)
S (-0.423, 4.072, 5.622)
S (-0.768, 1.652, 0.295)
S (-0.740, 5.404, 3.424)
F (0.654, 5.172, 7.827)
F (0.561, 2.758, -1.664)
F (0.849, 5.330, 1.133)
F (-0.933, 1.543, -2.283)
F (1.649, -2.371, 0.312)
F (1.056, 6.439, 6.073)
F (-0.876, 6.277, 7.007)
F (-0.599, 6.896, 1.049)
F (-0.197, -3.442, 1.022)
F (0.948, 0.659, -1.498)
F (1.074, 6.939, 2.370)
F (1.052, -2.199, 2.238)
O (5.048, -3.025, 2.598)
O (-0.262, 2.875, 0.939)
O (-5.460, 5.193, 1.467)
O (-0.979, -0.998, -0.795)
O (-6.000, 2.590, 2.592)
O (-1.134, 6.571, 4.250)
O (4.945, -5.809, 1.562)
O (-0.904, -4.559, 5.144)
O (1.310, -5.629, 0.963)
O (1.811, -1.058, -5.150)
O (-1.698, -1.161, 1.522)
O (2.192, 4.278, -5.764)
O (-4.089, 0.989, -5.924)
O (-2.849, -2.670, 4.486)
O (-2.209, 1.635, 0.195)
O (3.943, 3.762, -3.760)
O (-3.693, -3.684, -3.105)
O (6.758, -1.313, -1.361)
O (-3.563, -1.691, 7.424)
O (-1.534, 1.880, 3.596)
O (-1.887, 4.710, 2.922)
O (-5.489, 2.419, -3.917)
O (-1.335, -5.087, -1.959)
O (3.137, 2.278, 0.436)
O (-2.035, 3.380, -6.796)
O (0.990, 5.097, -3.293)
O (-2.258, 0.412, 6.194)
O (0.123, 2.863, 6.211)
O (2.804, 4.729, -1.203)
O (3.677, -2.282, -1.335)
O (0.544, -7.170, -1.932)
O (-4.341, -0.314, -3.224)
O (-1.936, 4.076, 5.640)
O (3.733, -0.096, 2.094)
O (4.284, 0.404, -5.680)
O (-1.006, -7.306, 3.319)
N (0.240, 0.405, 1.114)
N (0.302, 4.328, 4.071)
C (0.385, 5.326, -4.598)
C (-4.404, 0.793, -2.345)
C (-2.642, 0.974, -5.884)
C (-2.710, 1.058, 3.702)
C (2.561, -0.520, -4.135)
C (-5.703, 1.624, -2.741)
C (0.183, 6.114, 1.874)
C (4.035, 5.121, -1.794)
C (3.485, 0.989, -0.084)
C (-2.436, -3.101, -2.646)
C (3.980, -3.988, 2.714)
C (-0.511, -4.968, 3.896)
C (4.653, 3.944, -2.535)
C (-2.106, 1.899, -7.080)
C (3.342, 0.693, -4.653)
C (-1.397, -5.968, 3.160)
C (-5.162, 2.793, 1.412)
C (-1.240, -4.078, -2.905)
C (1.672, -7.118, -1.002)
C (5.952, -1.984, -2.248)
C (-5.845, 4.056, 0.684)
C (-3.132, 1.045, 5.291)
C (0.788, 4.101, -5.519)
C (4.397, -5.433, 2.838)
C (1.246, -6.951, 0.506)
C (-3.253, -3.027, 6.964)
C (0.600, -2.333, 1.044)
C (4.894, -3.055, -1.702)
C (0.006, 1.642, -1.402)
C (0.179, 5.607, 6.710)
C (4.483, 0.372, 0.963)
C (-3.798, -3.246, 5.463)
H (-2.390, -2.051, -2.935)
H (2.619, 4.454, -4.922)
H (2.519, -6.511, -1.323)
H (3.729, 5.990, -2.378)
H (-4.180, 3.065, 1.798)
H (4.737, -3.733, -2.541)
H (0.606, -5.190, 0.480)
H (-4.380, 0.034, -4.118)
H (0.659, 3.143, -5.017)
H (-4.891, 2.033, 0.679)
H (-1.452, -5.737, 2.096)
H (-5.463, 1.732, -4.587)
H (3.622, -6.141, 3.134)
H (-3.063, -2.710, 3.551)
H (3.227, -1.343, -3.873)
H (-1.263, -7.851, 4.066)
H (4.132, -0.527, -5.860)
H (1.003, -1.346, -4.720)
H (-2.813, 3.589, -6.274)
H (0.258, -7.380, 0.676)
H (-3.883, -4.292, 5.169)
H (-3.464, 2.058, 5.522)
H (5.710, 4.052, -2.776)
H (-5.742, 3.218, 3.271)
H (-3.469, 1.315, -2.546)
H (1.889, -7.434, 1.242)
H (7.298, -0.729, -1.899)
H (0.752, 6.286, -4.962)
H (3.847, 1.238, -3.855)
H (-2.246, -5.378, -1.887)
H (5.459, -1.331, -2.968)
H (2.576, 1.331, -5.095)
H (-2.587, -3.045, -1.568)
H (-4.212, 0.818, -6.860)
H (-2.368, 1.359, -4.902)
H (-2.245, -0.020, -6.090)
H (6.684, -2.568, -2.807)
H (-5.967, 6.001, 1.363)
H (5.203, 1.125, 1.283)
H (0.187, 4.159, -6.427)
H (-2.195, -3.289, 6.984)
H (-2.606, 1.771, -8.040)
H (2.201, -8.064, -1.117)
H (3.414, 2.964, -0.176)
H (-1.229, -4.523, -3.900)
H (-2.415, -5.959, 3.549)
H (5.467, -2.905, 3.453)
H (-0.700, 5.406, -4.664)
H (3.211, -3.798, 1.965)
H (5.795, -5.411, 1.357)
H (1.164, 5.941, -2.871)
H (3.625, -2.405, -0.384)
H (4.616, 5.590, -1.000)
H (5.307, -5.532, 3.430)
H (2.623, 0.338, -0.231)
H (-2.445, 0.046, 3.395)
H (-0.340, -3.488, -2.730)
H (5.205, -3.794, -0.963)
H (-0.520, -4.053, 3.305)
H (2.087, 4.825, -1.835)
H (-1.463, -3.800, 4.966)
H (3.549, -3.741, 3.684)
H (4.923, -0.449, 0.397)
H (-1.852, 2.748, 3.337)
H (-2.101, 1.093, 6.852)
H (-1.096, 1.599, -7.359)
H (-2.926, -1.131, 6.975)
H (3.966, -1.018, 2.225)
H (1.957, -0.307, -3.254)
H (-5.453, 4.257, -0.313)
H (4.607, 3.040, -1.927)
H (-6.914, 3.846, 0.727)
H (4.479, 3.521, -4.519)
H (3.871, 0.909, -1.100)
H (-3.618, -3.782, 7.661)
H (-4.280, 0.714, -1.265)
H (-6.384, 0.805, -2.974)
H (-0.110, -6.582, -1.546)
H (0.560, -5.085, 3.728)
H (-3.500, 1.521, 3.110)
H (-4.761, -2.743, 5.376)
H (-4.049, 0.460, 5.218)
H (-6.117, 2.216, -1.924)
H (-4.291, -2.969, -2.875)

Values from the calculation:
**Spin multiplicity**: 2
**Orbital gap (alpha / beta)**: 0.35310 / 0.15192 hartree
**E_LUMO (alpha / beta)**: -0.102 / -5.577 eV

Atom charges from the Mulliken analysis, given in e for atoms 1 to 99: 1.06, -0.24, 1.02, 1.11, 0.93, -0.19, -0.20, -0.17, -0.30, 0.35, -0.21, -0.17, -0.24, -0.16, 0.11, -0.24, -0.22, -0.55, -0.41, -0.49, -0.39, -0.62, -0.60, -0.57, -0.63, 0.00, -0.62, -0.61, -0.62, -0.48, -0.19, -0.30, -0.36, -0.67, -0.54, -0.51, 0.48, -0.88, -0.52, -0.49, 0.00, -0.48, -0.29, -0.62, -0.74, -0.18, -0.12, -0.55, -0.46, -0.53, -0.42, -0.59, -0.58, -0.06, -0.31, -0.81, 0.41, -0.31, 1.26, 1.05, -0.66, 0.48, -0.82, 1.41, -0.04, 0.21, 0.69, 0.22, -0.53, -0.10, -0.04, 1.08, -0.32, -0.45, -0.48, -0.62, -0.57, 0.11, -0.59, -0.61, -0.36, 0.01, -0.45, 0.00, 0.54, -0.57, -0.47, 0.17, 0.43, 0.19, 0.47, -0.52, 0.38, -0.06, 0.24, -0.08, -0.01, 0.01, 0.34